Entry 1:
{
  "formula": "C45H57BBrGaO5P",
  "method": "ωB97M-V with the def2-TZVPD basis set",
  "symbols": ["C", "C", "C", "O", "Ga", "C", "C", "O", "C", "O", "C", "C", "B", "C", "O", "P", "O", "Br", "H", "H", "H", "H", "H", "H", "H", "H", "H", "H", "H", "H", "H", "H", "H", "H", "H", "H", "H", "H", "H", "C", "C", "C", "C", "C", "C", "H", "H", "H", "H", "H", "H", "C", "C", "C", "C", "C", "C", "H", "H", "H", "H", "H", "H", "C", "C", "C", "C", "C", "C", "H", "H", "H", "H", "H", "H", "C", "C", "C", "C", "C", "C", "H", "H", "H", "H", "H", "H", "C", "C", "C", "C", "C", "C", "H", "H", "H", "H", "H", "H", "C", "C", "C", "C", "C", "C", "H", "H", "H", "H", "H", "H"],
  "coordinates": [[2.452, 1.113, -3.155], [3.117, 1.685, -1.737], [2.522, 0.669, -0.550], [2.556, 1.303, 0.793], [1.902, 0.056, 2.122], [0.226, -0.825, 1.293], [-0.924, 0.371, 1.146], [-1.069, 0.887, -0.223], [-2.064, 0.144, -1.008], [-3.232, -0.338, -0.578], [-1.717, -0.069, -2.628], [-1.364, -1.682, -2.806], [3.383, -1.261, 2.726], [3.176, -2.808, 3.244], [4.795, -0.744, 2.723], [1.198, 1.180, 4.104], [2.387, 0.990, 5.376], [-0.694, -0.011, 4.708], [2.154, -0.021, -2.951], [1.415, 1.671, -3.337], [3.195, 1.212, -4.058], [4.301, 1.529, -1.711], [2.804, 2.804, -1.564], [3.117, -0.355, -0.598], [1.417, 0.408, -0.911], [0.545, -1.233, 0.230], [-0.210, -1.736, 1.883], [-1.912, -0.005, 1.647], [-0.556, 1.294, 1.808], [-0.756, 0.529, -2.964], [-2.591, 0.270, -3.331], [-2.340, -2.315, -2.619], [-0.828, -1.936, -3.816], [-0.619, -1.936, -1.918], [3.134, -3.599, 2.373], [4.147, -3.082, 3.876], [2.268, -2.968, 3.976], [5.049, -0.553, 3.682], [2.429, 0.020, 5.685], [-6.203, -1.248, 0.650], [-7.142, -0.566, 1.423], [-8.307, -1.211, 1.836], [-8.529, -2.543, 1.484], [-7.588, -3.226, 0.714], [-6.427, -2.578, 0.293], [-5.296, -0.743, 0.326], [-6.966, 0.470, 1.703], [-9.042, -0.677, 2.432], [-9.435, -3.047, 1.809], [-7.760, -4.264, 0.441], [-5.696, -3.109, -0.311], [6.091, 3.750, -0.045], [4.915, 4.450, 0.221], [4.886, 5.839, 0.095], [6.032, 6.526, -0.306], [7.207, 5.825, -0.576], [7.238, 4.438, -0.441], [6.115, 2.668, 0.056], [4.021, 3.913, 0.527], [3.971, 6.385, 0.309], [6.008, 7.608, -0.409], [8.099, 6.361, -0.890], [8.156, 3.892, -0.646], [-0.721, -3.222, 9.795], [-1.327, -3.047, 8.551], [-0.959, -1.975, 7.739], [0.024, -1.082, 8.167], [0.633, -1.259, 9.409], [0.258, -2.326, 10.225], [-1.011, -4.056, 10.429], [-2.088, -3.747, 8.215], [-1.436, -1.836, 6.773], [0.315, -0.249, 7.532], [1.400, -0.564, 9.742], [0.729, -2.460, 11.195], [4.345, 6.909, -4.484], [3.604, 7.619, -5.428], [2.698, 8.596, -5.014], [2.541, 8.870, -3.655], [3.285, 8.162, -2.711], [4.184, 7.179, -3.125], [5.048, 6.146, -4.807], [3.731, 7.411, -6.487], [2.116, 9.144, -5.749], [1.839, 9.634, -3.332], [3.164, 8.377, -1.652], [4.760, 6.625, -2.389], [-3.060, -2.061, -7.822], [-3.224, -1.685, -6.489], [-3.938, -2.504, -5.616], [-4.479, -3.706, -6.073], [-4.312, -4.084, -7.405], [-3.606, -3.260, -8.281], [-2.506, -1.420, -8.504], [-2.796, -0.751, -6.132], [-4.071, -2.207, -4.579], [-5.032, -4.347, -5.391], [-4.733, -5.021, -7.760], [-3.480, -3.552, -9.320], [-1.558, -6.707, 0.364], [-2.734, -6.007, 0.630], [-2.763, -4.618, 0.504], [-1.618, -3.930, 0.102], [-0.443, -4.631, -0.167], [-0.411, -6.019, -0.032], [-1.535, -7.789, 0.465], [-3.629, -6.543, 0.936], [-3.678, -4.072, 0.717], [-1.642, -2.849, 0.000], [0.449, -4.095, -0.481], [0.506, -6.564, -0.237]],
  "mulliken_charge": [-0.77, -0.07, 0.21, -0.30, -0.77, 0.10, -0.38, -0.30, 0.25, -0.49, 0.06, -0.62, 0.86, -0.84, -0.59, 0.15, -0.47, -0.26, 0.18, 0.13, 0.33, 0.12, 0.16, 0.15, -0.33, -0.17, 0.48, 0.10, 0.20, -0.09, 0.35, 0.16, 0.33, 0.00, 0.24, 0.18, 0.23, 0.25, 0.30, -0.16, -0.60, -0.32, -0.40, -0.45, -0.43, 0.53, 0.38, 0.35, 0.34, 0.36, 0.47, -0.57, -0.47, -0.40, -0.39, -0.35, -0.40, 0.49, 0.60, 0.38, 0.40, 0.37, 0.37, -0.35, -0.48, -0.26, -0.08, -0.49, -0.33, 0.34, 0.35, 0.17, 0.37, 0.36, 0.34, -0.66, -0.30, -0.42, -0.43, -0.20, 0.17, 0.37, 0.35, 0.34, 0.35, 0.33, 0.06, -0.43, -0.35, -0.19, -0.52, -0.32, -0.36, 0.36, 0.34, 0.41, 0.36, 0.35, 0.34, -0.37, -0.38, -0.73, 0.04, -0.49, -0.51, 0.34, 0.37, 0.48, 0.47, 0.38, 0.35],
  "lumo_ev": 2.24,
  "orbital_gap_ev": 6.731,
  "homo_ev": -4.5,
  "total_charge": -1
}

Entry 2:
{
  "formula": "C12H21IrN2O5S3",
  "method": "ωB97M-V with the def2-TZVPD basis set",
  "symbols": ["Ir", "N", "C", "C", "O", "N", "C", "C", "O", "O", "H", "H", "H", "H", "H", "H", "C", "C", "S", "C", "C", "S", "C", "C", "S", "H", "H", "H", "H", "H", "H", "H", "H", "H", "H", "H", "H", "C", "C", "O", "O", "H", "H", "H"],
  "coordinates": [[0.299, -0.389, 0.327], [1.238, -0.853, -1.921], [2.696, -0.928, -1.815], [3.165, -1.168, -0.364], [4.119, -1.889, -0.146], [2.496, -0.406, 0.529], [2.950, -0.398, 1.854], [1.740, -0.636, 2.942], [2.105, -1.128, 3.977], [0.657, -0.174, 2.565], [0.850, -1.794, -1.964], [0.971, -0.381, -2.780], [3.121, 0.027, -2.137], [3.121, -1.724, -2.439], [3.268, 0.600, 2.171], [3.729, -1.140, 2.041], [-2.773, 0.771, -1.504], [-3.384, 0.688, -0.115], [-2.222, 0.124, 1.200], [-1.964, 1.670, 2.135], [-1.312, 2.784, 1.346], [0.396, 2.374, 0.788], [0.360, 3.105, -0.889], [-0.334, 2.248, -1.932], [-2.162, 2.429, -1.989], [-3.536, 0.523, -2.242], [-1.948, 0.061, -1.591], [-4.167, -0.070, -0.118], [-3.825, 1.632, 0.203], [-1.342, 1.364, 2.975], [-2.937, 1.995, 2.508], [-1.225, 3.666, 1.984], [-1.886, 3.029, 0.453], [1.413, 3.200, -1.152], [-0.083, 4.097, -0.818], [-0.120, 1.191, -1.737], [0.030, 2.524, -2.925], [-0.657, -4.512, 0.038], [-0.337, -3.039, 0.144], [-1.001, -2.185, -0.514], [0.623, -2.685, 0.846], [-1.521, -4.683, -0.595], [-0.832, -4.908, 1.034], [0.219, -5.013, -0.372]],
  "mulliken_charge": [1.51, -0.54, -0.53, 0.52, -0.67, -0.24, -0.71, 0.53, -0.67, -0.67, 0.21, 0.26, 0.29, 0.32, 0.27, 0.38, -0.18, -0.80, 0.01, -0.89, -0.56, 0.12, -0.88, 0.78, -0.20, 0.49, -0.19, 0.47, 0.46, 0.38, 0.58, 0.49, 0.24, 0.46, 0.46, -1.16, 0.56, -1.20, 0.79, -0.80, -0.63, 0.32, 0.34, 0.31],
  "lumo_ev": [-1.21, -1.26],
  "orbital_gap_ev": [6.534, 6.489],
  "homo_ev": [-7.7, -7.7],
  "relative_energy_kcal_mol": 81.2
}

Entry 3:
{
  "formula": "C5H11N",
  "method": "ωB97M-V with the def2-TZVPD basis set",
  "symbols": ["C", "C", "C", "N", "C", "C", "H", "H", "H", "H", "H", "H", "H", "H", "H", "H", "H"],
  "coordinates": [[2.465, 0.221, 0.257], [1.073, -0.401, 0.191], [-0.005, 0.634, -0.115], [-1.347, 0.017, -0.149], [-1.966, -0.112, 1.028], [-1.776, -0.424, -1.330], [2.740, 0.685, -0.698], [3.220, -0.537, 0.487], [2.521, 0.993, 1.032], [1.042, -1.179, -0.581], [0.818, -0.883, 1.140], [0.163, 1.118, -1.081], [-0.021, 1.413, 0.653], [-2.851, -0.732, 1.070], [-1.716, 0.581, 1.819], [-1.066, -0.550, -2.135], [-2.788, -0.798, -1.394]],
  "mulliken_charge": [-1.18, -0.04, -1.16, 0.20, -0.50, -0.53, 0.31, 0.35, 0.32, 0.29, 0.30, 0.40, 0.31, 0.25, 0.19, 0.22, 0.26],
  "lumo_ev": 1.07,
  "orbital_gap_ev": 7.697,
  "homo_ev": -6.6,
  "relative_energy_kcal_mol": 54.7
}

Entry 4:
{
  "formula": "C42H55KN2O2P2Se4",
  "method": "ωB97M-V with the def2-TZVPD basis set",
  "symbols": ["K", "C", "Se", "C", "C", "Se", "C", "H", "H", "H", "H", "H", "H", "H", "H", "H", "H", "C", "C", "C", "P", "C", "C", "C", "C", "C", "C", "C", "C", "C", "C", "N", "C", "C", "C", "C", "C", "C", "C", "C", "C", "H", "H", "H", "H", "H", "H", "H", "H", "H", "H", "H", "H", "H", "H", "H", "H", "H", "H", "H", "H", "H", "H", "H", "H", "H", "H", "H", "H", "H", "H", "H", "Se", "P", "Se", "C", "C", "C", "C", "C", "C", "C", "C", "C", "C", "C", "C", "H", "H", "H", "H", "H", "H", "H", "H", "H", "H", "O", "C", "C", "C", "C", "O", "N", "H", "H", "H", "H"],
  "coordinates": [[-0.080, 0.805, 0.037], [-0.313, 0.825, 6.997], [0.021, 0.009, 5.248], [1.808, 0.773, 4.983], [1.785, 2.271, 4.756], [0.909, 2.812, 3.041], [2.605, 3.316, 2.230], [0.283, 0.342, 7.770], [-1.370, 0.698, 7.216], [-0.081, 1.886, 6.945], [2.218, 0.248, 4.120], [2.385, 0.504, 5.873], [2.806, 2.661, 4.730], [1.265, 2.771, 5.575], [3.084, 4.085, 2.836], [2.390, 3.703, 1.242], [3.245, 2.443, 2.130], [-3.345, 0.245, -2.581], [-4.231, 0.269, -1.331], [-5.341, -0.767, -1.479], [-3.072, 0.092, 0.162], [-3.893, 1.248, 1.389], [-5.375, 1.084, 1.724], [-3.047, 1.234, 2.664], [-3.339, -1.601, 0.763], [-4.512, -2.176, 1.242], [-4.600, -3.513, 1.606], [-5.887, -4.120, 2.111], [-3.447, -4.298, 1.474], [-2.263, -3.777, 1.013], [-2.146, -2.398, 0.642], [-1.025, -1.823, 0.227], [0.107, -2.571, -0.054], [0.219, -3.291, -1.262], [-0.888, -3.211, -2.274], [1.365, -4.026, -1.526], [2.442, -4.056, -0.649], [3.687, -4.839, -0.976], [2.343, -3.313, 0.518], [1.200, -2.587, 0.829], [1.116, -1.815, 2.114], [-3.934, 0.401, -3.492], [-2.839, -0.721, -2.660], [-2.570, 1.010, -2.535], [-4.679, 1.266, -1.242], [-4.923, -1.774, -1.478], [-5.871, -0.616, -2.427], [-6.074, -0.709, -0.673], [-3.757, 2.227, 0.912], [-5.533, 0.196, 2.336], [-5.991, 1.013, 0.824], [-5.718, 1.954, 2.295], [-3.058, 0.239, 3.119], [-3.427, 1.956, 3.393], [-2.011, 1.502, 2.451], [-5.407, -1.571, 1.324], [-6.662, -3.358, 2.217], [-5.746, -4.594, 3.089], [-6.266, -4.890, 1.430], [-3.498, -5.348, 1.752], [-1.381, -4.403, 0.932], [-0.932, -2.192, -2.672], [-1.861, -3.429, -1.827], [-0.711, -3.903, -3.100], [1.427, -4.588, -2.456], [3.444, -5.724, -1.569], [4.197, -5.163, -0.067], [4.388, -4.232, -1.558], [3.178, -3.299, 1.213], [1.751, -2.262, 2.881], [0.086, -1.786, 2.466], [1.451, -0.779, 1.959], [3.053, 0.527, -0.124], [2.423, 0.739, -2.156], [0.449, 0.700, -2.989], [3.349, -0.623, -2.999], [2.702, -1.685, -3.614], [3.435, -2.712, -4.198], [4.819, -2.689, -4.168], [5.473, -1.631, -3.547], [4.743, -0.608, -2.967], [3.290, 2.178, -2.905], [3.259, 2.300, -4.293], [3.907, 3.355, -4.916], [4.574, 4.307, -4.155], [4.592, 4.193, -2.773], [3.962, 3.124, -2.148], [1.621, -1.699, -3.633], [2.916, -3.534, -4.678], [5.391, -3.494, -4.616], [6.557, -1.605, -3.518], [5.250, 0.210, -2.468], [2.703, 1.568, -4.866], [3.891, 3.435, -5.998], [5.071, 5.140, -4.639], [5.103, 4.941, -2.176], [3.980, 3.016, -1.070], [-1.642, 4.981, 1.878], [-0.939, 4.754, 0.907], [-0.694, 5.797, -0.207], [0.254, 5.083, -1.156], [0.420, 3.696, -0.513], [1.115, 2.816, -1.002], [-0.286, 3.591, 0.622], [-0.284, 6.708, 0.231], [-1.654, 6.044, -0.662], [1.236, 5.553, -1.236], [-0.139, 4.957, -2.165]],
  "mulliken_charge": [0.41, -1.00, 0.20, -0.61, -0.86, 0.25, -0.73, 0.27, 0.31, 0.28, 0.16, 0.45, 0.36, 0.33, 0.53, -0.05, 0.24, -1.39, 0.45, -1.56, 0.48, 0.48, -1.66, -1.42, 0.40, 0.03, 0.36, -1.73, -0.93, -0.51, -1.39, 1.56, -0.39, 1.08, -1.44, -0.64, 0.93, -1.70, -0.86, 0.79, -1.32, 0.49, 0.15, 0.21, 0.56, 0.25, 0.50, 0.25, 0.34, 0.31, 0.35, 0.44, 0.19, 0.50, 0.11, -0.09, 0.34, 0.33, 0.31, 0.29, 0.45, -0.02, 0.36, 0.39, 0.16, 0.40, 0.42, 0.17, 0.27, 0.49, 0.13, -0.04, -0.43, 1.37, -0.60, 0.15, -0.16, -0.53, -0.54, -0.64, -0.34, 0.14, -0.37, -0.62, -0.49, -0.50, -0.34, 0.02, 0.35, 0.34, 0.35, 0.40, 0.33, 0.37, 0.34, 0.38, 0.17, -0.74, 0.05, -0.52, -0.59, -0.39, 0.26, 0.63, 0.24, 0.19, 0.23, 0.33],
  "lumo_ev": 3.70,
  "orbital_gap_ev": 5.042,
  "homo_ev": -1.3,
  "total_charge": -2,
  "relative_energy_kcal_mol": 30.2
}

> Which formula does entry 2 have?

C12H21IrN2O5S3